Molecular formula: C6H9N3
Method: DFT, ωB97M-V/def2-TZVPD

XYZ file:
```
18
Properties=species:S:1:pos:R:3:mulliken_charge:R:1
C 0.046 1.916 -1.913 -0.047
C -0.001 0.033 -0.261 0.021
C -1.166 -0.156 0.450 -0.521
C -1.000 -1.158 1.453 -0.627
C 1.361 -1.312 1.704 -0.527
C 0.937 -1.097 0.227 0.180
H -0.981 3.725 -1.513 0.204
H 0.788 2.237 -2.511 0.415
H 0.830 -0.393 -2.471 0.317
H -1.836 0.615 0.322 0.574
H -0.960 -0.731 2.456 0.259
H -1.828 -1.684 1.312 0.449
H 2.039 -1.998 1.996 0.339
H 1.256 -0.166 2.128 0.188
H 1.359 -1.809 -0.630 0.079
N -0.878 2.748 -1.268 -0.578
N 0.472 0.750 -1.376 -0.348
N 0.159 -1.948 1.065 -0.375
```

Results
Energy relative to the best compared isomer or geometry (same formula, charge and spin)   169.4 kcal/mol
HOMO level   -8.4 eV
LUMO   -0.9 eV
Gap between HOMO and LUMO   0.275 Ha

=====

Molecular formula: C5H21BFeNO2P
Method: DFT, ωB97M-V/def2-TZVPD

XYZ file:
```
32
Properties=species:S:1:pos:R:3:mulliken_spin:R:1
Fe 0.035 -0.007 -0.387 3.524
H -1.080 3.073 0.857 -0.002
H 2.209 -0.162 -0.523 -0.011
P -1.638 -1.196 0.040 -0.129
C -3.330 -0.743 0.476 0.009
H -3.940 -1.626 0.279 0.000
H -3.366 -0.459 1.527 0.000
H -3.662 0.088 -0.146 -0.001
C -1.876 -2.213 -1.416 0.080
H -1.252 -3.117 -1.344 -0.002
H -2.953 -2.442 -1.419 0.011
H -1.631 -1.679 -2.347 -0.017
C -1.081 -2.346 1.327 0.079
H -0.763 -1.780 2.213 0.006
H -1.936 -2.993 1.544 0.013
H -0.227 -2.916 0.943 -0.003
C 1.148 0.211 1.023 0.166
O 1.756 0.094 2.022 0.145
H 2.856 -0.044 -2.126 0.019
H 2.698 -1.559 -1.463 0.004
H 0.339 -1.294 -2.849 0.020
H 0.560 0.651 -1.987 0.081
B 0.817 -0.543 -2.027 0.738
N 2.280 -0.600 -1.530 0.070
H -0.698 3.459 0.378 0.016
H -1.043 0.568 0.633 0.181
C 2.464 3.309 1.378 0.007
O 2.887 2.601 0.211 0.007
H 2.425 2.548 2.154 -0.002
H 1.478 3.761 1.220 -0.006
H 3.154 4.112 1.679 0.000
H 3.371 3.244 -0.339 -0.001
```

Results
Energy relative to the best compared isomer or geometry (same formula, charge and spin)   9.9 kcal/mol
HOMO level (alpha / beta)   -8.9 / -13.3 eV
LUMO (alpha / beta)   -2.9 / -5.2 eV
Gap between HOMO and LUMO (alpha / beta)   0.219 / 0.299 Ha
Multiplicity   6
Net charge   +1

=====

Molecular formula: C6H9N2P
Method: DFT, ωB97M-V/def2-TZVPD

XYZ file:
```
18
Properties=species:S:1:pos:R:3:mulliken_charge:R:1
C -0.540 -0.292 -0.364 -0.242
C -0.887 -0.302 0.899 0.576
C 0.964 1.385 -1.470 -0.706
C 1.767 0.165 -1.445 -0.474
C 0.280 0.002 -1.524 0.096
C -1.749 0.924 1.240 -1.237
N -0.936 -1.264 1.839 -0.506
N -0.175 -2.330 1.784 -0.127
P 1.214 -2.791 1.044 -0.224
H 1.037 1.979 -0.544 0.273
H 1.077 1.945 -2.327 0.326
H 2.190 -0.116 -2.368 0.252
H 2.297 -0.001 -0.520 0.322
H -0.206 -0.224 -2.458 0.345
H -1.749 1.667 0.380 0.326
H -1.293 1.489 1.932 0.398
H -2.759 0.692 1.410 0.323
H -0.532 -2.927 2.492 0.276
```

Results
Energy relative to the best compared isomer or geometry (same formula, charge and spin)   154.5 kcal/mol
HOMO level (alpha / beta)   -6.7 / -6.7 eV
LUMO (alpha / beta)   -0.7 / -0.7 eV
Gap between HOMO and LUMO (alpha / beta)   0.221 / 0.221 Ha

=====

Molecular formula: C3H6N4O
Method: DFT, ωB97M-V/def2-TZVPD

XYZ file:
```
14
Properties=species:S:1:pos:R:3:mulliken_charge:R:1
C -0.445 -1.089 0.030 0.412
C -0.126 0.093 0.137 0.154
N 0.358 1.331 0.044 -0.498
C 2.596 -0.829 -0.252 -0.242
O -1.015 -2.243 -0.106 -0.482
N -2.455 0.442 0.059 -0.215
N 1.690 -1.517 0.259 -0.473
N -2.379 1.613 -0.178 -0.250
H -1.431 -2.512 0.728 0.352
H 0.802 1.659 0.895 0.242
H -0.387 1.974 -0.278 0.290
H -3.300 2.094 -0.376 0.224
H 2.450 0.170 -0.710 0.213
H 3.642 -1.184 -0.252 0.274
```

Results
Energy relative to the best compared isomer or geometry (same formula, charge and spin)   192.6 kcal/mol
HOMO level (alpha / beta)   -7.3 / -7.0 eV
LUMO (alpha / beta)   0.8 / 0.6 eV
Gap between HOMO and LUMO (alpha / beta)   0.298 / 0.278 Ha

=====

Molecular formula: H2N2O3
Method: DFT, ωB97M-V/def2-TZVPD

XYZ file:
```
7
Properties=species:S:1:pos:R:3:mulliken_charge:R:1
O -1.753 -0.416 -1.619 -0.418
N -1.087 0.306 -0.936 0.065
N -0.581 -0.242 0.181 0.267
O 0.192 0.543 0.906 -0.160
O 1.590 0.207 0.742 -0.339
H -0.408 -1.159 0.572 0.257
H 2.048 0.760 0.154 0.328
```

Results
Energy relative to the best compared isomer or geometry (same formula, charge and spin)   49.7 kcal/mol
SMILES   O=NNOO
HOMO level   -10.1 eV
LUMO   0.2 eV
Gap between HOMO and LUMO   0.380 Ha

=====

Molecular formula: C7H8N4O2
Method: DFT, ωB97M-V/def2-TZVPD

XYZ file:
```
21
Properties=species:S:1:pos:R:3:mulliken_charge:R:1
C -0.324 2.236 0.804 0.335
C -2.073 -1.757 0.593 0.210
C 2.498 0.789 -1.796 -0.176
C 0.131 -1.158 1.648 -1.224
C -1.400 1.318 0.510 -0.439
C -0.735 -1.137 0.345 0.069
C -0.317 0.291 -1.563 0.429
N 0.522 2.800 1.345 -0.507
N -3.165 -2.121 0.572 -0.461
N 3.192 0.030 -1.229 -0.095
N -0.885 0.246 -0.276 0.104
O -0.461 1.537 -1.986 -0.461
O 0.178 -0.672 -2.134 -0.590
H 0.913 -0.400 1.734 0.352
H 0.623 -2.178 1.447 0.348
H -0.151 -1.322 2.677 0.393
H -1.731 0.853 1.489 0.304
H -2.240 1.844 0.040 0.335
H -0.179 -1.588 -0.462 0.333
H 0.107 1.763 -2.734 0.456
H 3.761 -0.613 -0.801 0.285
```

Results
Energy relative to the best compared isomer or geometry (same formula, charge and spin)   72.4 kcal/mol
HOMO level   -10.4 eV
LUMO   0.6 eV
Gap between HOMO and LUMO   0.403 Ha

=====

Molecular formula: C2H2Cl2N2
Method: DFT, ωB97M-V/def2-TZVPD

XYZ file:
```
8
Properties=species:S:1:pos:R:3:mulliken_charge:R:1
C 0.757 -0.656 0.962 0.592
C 0.203 -1.092 -0.220 -0.632
N 1.076 0.045 1.835 -0.487
N -0.257 1.202 -0.794 -0.164
Cl -1.945 1.133 -1.107 -0.025
Cl 0.168 2.049 0.536 0.077
H 0.704 -1.088 -1.205 0.321
H -0.707 -1.595 -0.006 0.317
```

Results
Energy relative to the best compared isomer or geometry (same formula, charge and spin)   80.1 kcal/mol
HOMO level (alpha / beta)   -9.7 / -9.3 eV
LUMO (alpha / beta)   -1.4 / -1.4 eV
Gap between HOMO and LUMO (alpha / beta)   0.307 / 0.291 Ha

=====

Molecular formula: C3H13N2O
Method: DFT, ωB97M-V/def2-TZVPD

XYZ file:
```
19
Properties=species:S:1:pos:R:3:mulliken_charge:R:1
N -0.481 -1.948 -0.829 -0.252
C -0.417 -1.056 0.424 -0.743
C -0.191 0.362 -0.126 -0.244
N 0.617 0.371 -1.345 -0.452
C 1.837 1.250 -1.336 -0.865
H 0.084 -1.446 -1.543 0.365
H -1.438 -2.030 -1.152 0.342
H -0.152 -2.887 -0.612 0.348
H 0.446 -1.429 0.973 0.290
H -1.291 -1.264 1.028 0.390
H 0.303 0.965 0.632 0.347
H -1.191 0.772 -0.310 0.264
H -0.006 0.703 -2.072 0.259
H 2.685 0.618 -1.107 0.283
H 1.910 1.740 -2.300 0.319
H 1.644 2.037 -0.608 0.330
H -1.225 0.644 4.025 0.309
H -1.795 1.727 3.158 0.314
O -1.339 0.870 3.099 -0.603
```

Results
Energy relative to the best compared isomer or geometry (same formula, charge and spin)   24.2 kcal/mol
HOMO level   -13.7 eV
LUMO   -3.2 eV
Gap between HOMO and LUMO   0.387 Ha
Net charge   +1

=====

| no. | largest force on an atom (Eh/bohr) |
| --- | --- |
| 1 | 0.1599 |
| 2 | 0.1146 |
| 3 | 0.0855 |
| 4 | 0.0444 |
| 5 | 0.0656 |
| 6 | 0.0717 |
| 7 | 0.0247 |
| 8 | 0.0307 |